[1]
# C33H29BFFeN7O9

A molecular structure, C33H29BFFeN7O9 (ωB97M-V/def2-TZVPD, the OMol25 dataset).

Results
- ⟨S²⟩: 6.19
- 2S+1: 5
- Total energy: -101332.694 eV
- Max |F|: 0.5 eV Å⁻¹

Geometry (Å):
1 Fe 0.84731 -0.10848 -2.74739
2 F -1.46260 2.19982 3.24892
3 O 3.55341 0.74278 -1.70676
4 O -0.49924 6.32519 -2.79900
5 O 0.18254 -0.01541 -0.84137
6 O -2.17412 2.37750 -4.06432
7 O -0.91052 0.57510 -3.63592
8 O 0.53968 -1.99555 -2.84198
9 O 3.04685 -1.42177 -1.16430
10 O -0.26560 -4.00048 -2.35796
11 O -1.99833 4.93333 -3.65995
12 N 1.66623 -0.12846 -4.75515
13 N 1.85925 2.96403 -2.18158
14 N 3.20345 -0.49975 -9.85277
15 N 1.02923 2.03172 -2.65481
16 N -3.92925 1.25815 7.15082
17 N -2.00911 -2.87738 1.12097
18 N -3.03797 0.33746 4.64862
19 C -2.49706 -1.28104 2.88500
20 C 2.86939 -0.42416 -8.75691
21 C 1.32143 -0.99668 -6.94165
22 C 6.27674 -1.27194 0.58821
23 C 0.96157 -0.86858 -5.61235
24 C -1.38948 -3.16993 -0.05794
25 C 0.07896 4.05391 -2.84908
26 C -0.99115 0.66054 1.52872
27 C -0.65248 -2.28879 -0.77666
28 C -1.86576 -4.57256 2.92028
29 C -0.05811 2.66724 -3.06500
30 C -2.70785 -3.94503 1.81759
31 C 2.45346 -0.32353 -7.38404
32 C -0.10092 -2.82368 -2.07621
33 C 2.75294 0.51304 -5.18229
34 C 5.73339 0.82134 -0.51313
35 C -1.61380 0.94777 2.71395
36 C -3.73824 1.59466 4.73801
37 C -4.71754 1.53884 5.89439
38 C 6.59034 0.04287 0.26437
39 C 1.32659 4.19005 -2.27647
40 C -2.38607 0.03772 3.40975
41 C 4.57144 0.21854 -0.93417
42 C 5.09493 -1.86903 0.15318
43 C -0.49044 -0.95126 -0.25807
44 C 3.18860 0.45041 -6.49056
45 C -0.83146 5.20461 -3.11023
46 C -1.15649 1.81164 -3.64184
47 C -1.88059 -1.61385 1.69127
48 C -3.13845 -0.02169 7.04175
49 C 4.25486 -1.09105 -0.61089
50 C -2.23628 0.08792 5.82752
51 C -1.11205 -0.65063 0.97744
52 B 2.60073 -0.29265 -1.83079
53 H -2.11622 3.94118 -3.84273
54 H 4.84190 -2.89136 0.39654
55 H 7.51752 0.47208 0.61975
56 H 4.07279 0.98392 -6.80600
57 H -4.54057 1.23756 7.96540
58 H -3.86607 -0.82120 6.91419
59 H -5.42449 0.71931 5.78146
60 H 3.28679 1.09634 -4.44281
61 H -3.11811 -1.98557 3.41935
62 H -1.52049 -4.17471 -0.43430
63 H -4.28748 1.77060 3.81394
64 H -5.24537 2.47923 6.04643
65 H -3.26948 2.02852 7.28513
66 H -2.97224 -4.69360 1.07192
67 H -1.56750 -3.82438 3.65499
68 H -2.59182 -0.15078 7.97438
69 H -2.42445 -5.35931 3.42956
70 H 0.09446 -1.36971 -5.20506
71 H -3.06701 2.45894 4.87940
72 H -0.96107 -5.01137 2.49851
73 H 5.96914 1.84421 -0.77424
74 H 1.83678 5.07635 -1.94028
75 H 6.96676 -1.84747 1.19084
76 H -0.41145 1.40756 1.00932
77 H -3.64930 -3.55426 2.20980
78 H 0.73207 -1.60486 -7.61139
79 H -1.69350 -0.84777 5.70192
80 H -1.48407 0.88095 5.99980
81 H 2.74008 2.65678 -1.79509

Atoms 1-2, force components in eV/Å:
-0.43 0.01 0.20
0.01 0.00 0.02


[2]
# C33H29Br2CsN11O3S2

A molecular structure, C33H29Br2CsN11O3S2 (ωB97M-V/def2-TZVPD, the OMol25 dataset).

Results
- Charge: -1
- Energy relative to the best compared isomer or geometry (same formula, charge and spin): 6.4 kJ/mol
- Total energy: -219531.894 eV
- Max |F|: 0.1 eV Å⁻¹

Geometry (Å):
1 Cs 0.83406 -1.18667 -0.11500
2 Br 3.32792 -1.34135 -7.97976
3 Br 0.02924 -4.50837 -4.68900
4 S -3.05535 1.09864 3.01026
5 S -3.77644 -3.95788 5.21311
6 O 0.78436 -2.40477 -2.60214
7 O 3.02384 -3.31740 2.64103
8 O 2.10171 1.19315 1.27713
9 N -1.22406 2.95966 3.40278
10 N 2.43493 -0.22460 -2.85077
11 N 2.97527 1.60127 2.08022
12 N -0.56628 -2.52338 2.32856
13 N -1.25456 2.13958 1.30144
14 N 1.01613 4.36915 1.56139
15 N -6.63125 -0.51995 6.13455
16 N -1.57985 1.23408 0.33617
17 N 4.68009 3.80318 4.08493
18 N 3.23342 -1.17019 3.31826
19 N -2.24997 -0.53630 -1.57259
20 C 1.74974 -2.73969 -6.09061
21 C 1.34298 -2.19049 -3.70612
22 C -1.79821 2.08724 2.54516
23 C 3.20531 0.83057 -2.96815
24 C -1.20094 -0.34151 -4.13907
25 C 3.39950 1.71955 -1.77156
26 C -4.44590 -1.24728 5.44628
27 C -6.98709 -1.80000 6.20594
28 C 2.55998 -1.65131 -6.26205
29 C 3.90503 3.38252 3.34457
30 C -1.48775 0.51025 -1.91598
31 C -1.82140 -2.09666 2.19881
32 C -2.00370 -1.40746 -3.79193
33 C -0.93107 0.62994 -3.18547
34 C 1.16696 -2.99673 -4.85212
35 C -1.24264 -3.77306 4.24851
36 C -0.49446 2.80196 -1.20338
37 C 3.64851 0.36928 -5.27800
38 C 4.12445 -1.78471 1.15705
39 C 1.89203 3.73095 1.95836
40 C 2.93284 2.88542 2.43113
41 C 3.83992 1.16059 -4.18789
42 C -4.83934 -2.57707 5.51127
43 C -2.49127 -1.45908 -2.49143
44 C -1.20784 1.52511 -0.85373
45 C -6.14618 -2.85602 5.89816
46 C 2.22997 -1.03769 -3.92324
47 C -2.55315 -3.33299 4.09500
48 C -5.38020 -0.26889 5.75134
49 C -2.85303 -2.48982 3.03692
50 C 2.82218 -0.77450 -5.18385
51 C 3.39980 -2.17449 2.42737
52 C -0.29047 -3.35547 3.33273
53 H -3.09832 -2.29929 -2.17109
54 H -0.56212 3.02800 -2.26255
55 H -6.50499 -3.87583 5.94951
56 H 0.74142 -3.68371 3.40626
57 H -0.75646 -0.27803 -5.12435
58 H 2.93210 1.29466 -0.88659
59 H -1.65642 3.05856 4.30204
60 H 1.55399 -3.40773 -6.91839
61 H -8.00835 -1.99752 6.51463
62 H 4.46067 1.87484 -1.56496
63 H -3.44980 -0.95462 5.14596
64 H 4.47047 2.03964 -4.24221
65 H -2.02759 -1.39443 1.39519
66 H -3.85308 -2.11572 2.86882
67 H -2.21090 -2.20977 -4.48592
68 H 4.12273 0.60217 -6.22206
69 H -0.96814 -4.42424 5.06756
70 H 5.19974 -1.82392 1.33690
71 H 3.88494 -2.50024 0.37336
72 H 2.96244 2.70601 -1.95130
73 H 2.68706 -1.36516 4.14022
74 H -5.09508 0.77394 5.67296
75 H -0.92816 3.63940 -0.65482
76 H -0.46828 2.76316 1.15364
77 H 3.87041 -0.77024 0.84617
78 H -0.54798 3.64074 3.09011
79 H 0.56359 2.74675 -0.92879
80 H 3.37729 -0.20607 3.04488
81 H -0.26729 1.44543 -3.43073

Atoms 1-2, force components in eV/Å:
0.03 -0.02 0.09
0.00 0.00 0.01


[3]
# C33H29Cl3IrN6O6S3

A molecular structure, C33H29Cl3IrN6O6S3 in a non-equilibrium geometry (ωB97M-V/def2-TZVPD, the OMol25 dataset).

Results
- Charge: -1
- Energy relative to the best compared isomer or geometry (same formula, charge and spin): 120.9 kJ/mol
- Total energy: -128832.021 eV
- Max |F|: 4.5 eV Å⁻¹

Geometry (Å):
1 Ir 0.18728 -0.14538 0.10987
2 Cl 1.74415 6.56506 -4.13465
3 Cl -0.06255 6.14720 -0.47448
4 Cl 6.51432 8.86637 -4.95099
5 S 1.62355 8.60891 -0.09804
6 S 2.54432 -2.03658 -0.93344
7 S 1.84686 0.81376 1.72523
8 O 3.66043 4.29873 -0.95734
9 O -0.86037 -1.45354 1.65384
10 O -1.37326 -0.58549 -1.37722
11 O 2.24544 -2.87765 -2.06442
12 O -0.75535 -3.55671 2.37065
13 O 3.11508 -0.74588 -1.23330
14 N 0.89322 1.20565 -1.70733
15 N 0.91396 2.63187 3.42495
16 N -0.50913 2.12710 1.71754
17 N 2.29353 2.43647 -2.85986
18 N -0.87918 1.40859 0.65450
19 N 1.23671 -1.80237 0.02107
20 C 3.69522 7.14456 0.31776
21 C 4.74267 -5.03222 0.65208
22 C 2.64083 6.23105 0.09677
23 C 3.43592 6.64841 -3.77762
24 C 1.45848 6.87905 -0.15481
25 C 0.36305 1.41906 -2.94247
26 C 5.55403 7.68279 -4.13837
27 C 3.30950 8.44546 0.24732
28 C 3.70249 -2.95516 0.09721
29 C 6.15460 6.80342 -3.23651
30 C 3.89129 -4.30046 -0.15288
31 C -2.14834 1.70389 0.27606
32 C 2.81342 4.74295 0.08551
33 C 3.36765 3.34489 -3.12779
34 C 3.21459 4.61990 -2.26110
35 C 4.19297 7.61761 -4.40426
36 C -0.33488 -2.58547 1.76767
37 C -4.90357 1.35814 -2.14826
38 C 5.40043 -4.42167 1.71510
39 C -2.43596 0.07411 -1.60330
40 C 4.01135 5.74056 -2.87786
41 C 2.04777 1.82554 -1.68858
42 C -4.42509 0.35341 -3.00041
43 C 4.34513 -2.32984 1.14573
44 C 5.19564 -3.06825 1.95098
45 C -2.89455 1.18018 -0.77305
46 C 6.32440 -5.22365 2.57946
47 C -4.16424 1.75055 -1.06550
48 C 1.08890 -2.71069 1.10634
49 C -3.23409 -0.27361 -2.72232
50 C 1.21923 2.19135 -3.66639
51 C 5.37722 5.84849 -2.62161
52 C 0.64214 1.92842 2.28563
53 H 5.77431 -5.99951 3.11259
54 H 2.72390 1.84176 -0.85986
55 H -4.53506 2.52171 -0.40353
56 H 1.16462 2.57238 -4.66441
57 H -0.58717 1.02037 -3.22798
58 H 7.07668 -5.70721 1.95847
59 H 4.32325 2.88113 -2.87584
60 H 1.77453 -2.45012 1.93257
61 H 7.21162 6.87406 -3.03704
62 H 3.90410 9.32724 0.36963
63 H 2.15143 4.89361 -2.24132
64 H 1.83394 4.25013 0.01866
65 H -2.60221 2.47872 0.88725
66 H 3.73315 8.30859 -5.09274
67 H 6.82594 -4.58751 3.30443
68 H 4.89684 -6.08440 0.46205
69 H 1.29336 -3.74774 0.81168
70 H 4.17925 -1.27626 1.30567
71 H 5.81035 5.15646 -1.91636
72 H -2.87102 -1.07465 -3.34866
73 H 4.70084 6.82596 0.52120
74 H -5.00596 0.06170 -3.86539
75 H 3.37377 -4.74115 -0.98926
76 H 0.30992 3.41646 3.60395
77 H 1.88419 2.71355 3.67209
78 H 3.35458 3.60935 -4.18645
79 H 5.69975 -2.58591 2.77445
80 H 3.31055 4.41067 0.99982
81 H -5.85714 1.82273 -2.35652

Atoms 1-2, force components in eV/Å:
-1.21 1.54 0.36
-0.16 0.03 -0.08